C60H58O3PS5Sr | ωB97M-V/def2-TZVPD

As for the gap between HOMO and LUMO: 6.3 eV. The value obtained for the HOMO energy is -9.1 eV. The total energy comes out at -4909.6002 Ha. As for the net charge: +1. The relative energy (zero: lowest compared OMol25 entry of this formula, charge and spin) is 399.38 kJ/mol.

Geometry as XYZ:
```
128
Properties=species:S:1:pos:R:3:forces:R:3:mulliken_charge:R:1
Sr -0.769126 0.163430 1.104454 -9.35 2.37 1.01 1.979
C 6.077786 -2.328351 5.470897 0.01 0.02 0.01 -1.741
C 4.921787 -1.919138 4.614459 0.05 0.17 0.00 1.241
C 4.834720 -0.620657 4.123959 -0.03 -0.13 0.07 -1.099
C 3.743035 -0.232983 3.372569 -0.06 0.26 0.05 -0.191
C 2.742900 -1.145499 3.087758 0.20 0.88 -0.12 0.022
C 2.809152 -2.441793 3.563703 -0.31 -0.24 0.00 -0.240
C 3.897243 -2.818618 4.328799 -0.16 0.09 -0.08 -1.056
S 1.423846 -0.482318 2.078295 3.12 -2.74 2.69 2.314
O 0.176243 -0.486642 2.892713 0.49 -0.82 3.19 -1.172
C 1.204159 -1.888575 1.008980 1.11 -0.77 -0.54 -0.146
C 0.155873 -2.796798 1.132732 -0.38 -0.20 0.43 0.036
C 0.056381 -3.830876 0.238658 0.09 0.09 0.02 -0.994
C 0.923399 -3.918286 -0.869750 0.24 0.22 0.06 0.689
C 0.786580 -4.918612 -1.856562 0.00 -0.11 -0.18 -1.017
C 1.564768 -4.897013 -2.978338 -0.26 -0.19 0.07 -0.766
C 2.517262 -3.881730 -3.170953 0.19 0.23 0.10 -0.908
C 2.733135 -2.945599 -2.201091 0.15 -0.01 -0.21 -0.975
C 1.954378 -2.950850 -1.024717 -0.28 -0.03 0.27 0.729
C 2.121033 -1.985510 -0.009075 -0.24 -0.24 0.22 -0.633
C 3.244402 -1.034949 0.053327 -0.14 0.33 -0.27 -0.475
C 4.531433 -1.506753 0.442170 0.29 0.38 -0.07 0.630
C 4.782315 -2.867278 0.722490 0.06 -0.20 0.01 -0.804
C 5.985129 -3.262692 1.241145 -0.24 -0.05 -0.10 -1.087
C 6.998495 -2.323680 1.477365 0.16 0.20 0.00 -0.743
C 6.796559 -1.004349 1.183129 0.14 -0.04 0.00 -0.848
C 5.560110 -0.556621 0.675472 -0.11 -0.27 -0.10 0.899
C 5.297217 0.818455 0.467766 -0.20 0.06 -0.01 -1.493
C 4.044272 1.245029 0.138903 0.21 0.28 0.08 -1.082
C 3.009333 0.315491 -0.044736 0.08 -0.42 0.29 1.340
S 1.351387 1.026245 -0.243850 3.37 2.22 -2.83 0.189
O 0.416644 -0.066862 -0.569018 1.06 -1.13 -3.86 -1.091
C 1.781313 1.674435 -1.860093 -0.30 0.35 0.05 0.582
C 1.750456 0.779876 -2.912410 -0.16 -0.26 0.09 -0.647
C 2.215745 1.169864 -4.148127 0.04 0.09 0.11 -0.868
C 2.712004 2.454098 -4.337326 0.15 0.02 0.03 0.954
C 3.309048 2.837725 -5.651111 -0.06 0.06 -0.04 -1.679
C 2.667284 3.361213 -3.283590 0.09 -0.07 -0.04 -1.218
C 2.205871 2.976933 -2.037085 -0.13 -0.01 0.17 -0.359
H 6.883982 -1.601607 5.399959 0.08 -0.04 0.03 0.375
H 6.450171 -3.308603 5.180676 0.07 -0.05 0.02 0.403
H 5.763042 -2.385430 6.514019 0.04 -0.03 0.03 0.373
H 5.622242 0.090038 4.333337 0.04 0.03 0.03 0.347
H 3.655927 0.781887 3.005510 0.10 0.05 -0.06 0.561
H 2.012370 -3.142364 3.356120 0.00 -0.08 -0.05 0.559
H 3.955124 -3.827634 4.711216 -0.02 -0.08 0.02 0.432
H -0.536661 -2.701391 1.960319 -0.13 -0.07 0.08 0.941
H -0.700170 -4.587997 0.368442 -0.14 -0.02 0.00 0.802
H 0.045086 -5.692367 -1.717659 -0.09 -0.04 -0.01 0.495
H 1.440734 -5.652937 -3.739550 -0.04 -0.07 -0.03 0.418
H 3.077440 -3.848106 -4.093062 0.10 -0.02 -0.04 0.499
H 3.471499 -2.166317 -2.337741 0.07 0.00 -0.01 0.624
H 4.008137 -3.602100 0.551199 -0.04 0.00 0.00 0.595
H 6.155932 -4.302744 1.482032 -0.02 -0.05 -0.03 0.459
H 7.937108 -2.651448 1.899427 0.10 0.01 -0.01 0.473
H 7.574167 -0.277601 1.365115 0.11 0.08 0.01 0.478
H 6.094680 1.533068 0.615867 0.04 0.06 0.02 0.440
H 3.820690 2.296661 0.031110 0.14 0.12 0.00 0.446
H 1.371312 -0.218582 -2.750730 -0.03 -0.12 -0.02 0.376
H 2.212369 0.463812 -4.965779 0.02 -0.04 -0.09 0.472
H 3.684737 1.954159 -6.161241 0.06 0.02 -0.11 0.407
H 4.127133 3.538309 -5.502292 0.05 0.06 -0.11 0.405
H 2.558837 3.306645 -6.286596 -0.03 0.07 -0.09 0.286
H 3.015490 4.373462 -3.438585 0.06 0.06 0.00 0.460
H 2.181228 3.676223 -1.211503 0.01 0.08 0.04 0.996
C -7.774110 -3.532758 3.203875 -0.02 -0.01 -0.01 -0.451
C -6.979766 -2.821137 4.090774 -0.04 0.04 0.10 -0.624
C -5.809673 -2.231054 3.651269 0.08 -0.07 -0.17 -0.194
C -5.431242 -2.335121 2.313495 0.25 -0.18 0.01 0.055
C -6.224654 -3.058229 1.429847 0.12 0.12 0.12 -0.040
C -7.390344 -3.654326 1.878478 -0.15 -0.08 0.02 -0.844
P -3.876963 -1.503140 1.831605 -0.07 0.53 -0.27 0.134
C -3.739894 -1.994282 0.069651 0.00 0.06 0.16 0.346
C -3.212934 -3.262876 -0.169950 0.02 0.07 -0.14 -0.629
C -3.009855 -3.710063 -1.463367 0.03 -0.11 0.09 -0.626
C -3.331807 -2.891444 -2.533481 -0.08 0.06 -0.04 -0.715
C -3.888292 -1.644260 -2.301836 0.01 -0.06 -0.17 -0.599
C -4.095658 -1.189550 -1.010117 -0.01 -0.19 0.16 -0.206
C -4.389132 0.258781 1.718104 0.09 0.10 0.28 0.115
C -5.718224 0.633321 1.907283 0.01 -0.25 -0.01 -0.514
C -6.074243 1.969123 1.948274 -0.01 -0.03 -0.07 -0.857
C -5.091416 2.926688 1.784670 0.28 0.16 0.03 -0.905
C -3.763496 2.544530 1.594950 -0.23 -0.37 0.00 -0.326
C -3.350669 1.200979 1.552282 0.62 -0.19 -0.16 0.334
H -8.689974 -3.991438 3.548050 -0.04 -0.04 0.02 0.401
H -7.273294 -2.729932 5.125845 -0.03 0.01 0.09 0.403
H -5.174326 -1.676789 4.330141 -0.03 0.02 0.13 0.371
H -5.929491 -3.152457 0.395272 -0.04 -0.02 -0.08 0.409
H -8.003653 -4.215726 1.189694 -0.07 -0.05 -0.07 0.409
H -2.985827 -3.897054 0.678754 0.09 -0.07 0.02 0.630
H -2.601538 -4.693850 -1.644991 0.03 -0.12 0.00 0.439
H -3.161558 -3.234762 -3.543329 -0.01 -0.01 -0.10 0.423
H -4.162543 -1.020254 -3.138114 -0.02 0.10 -0.09 0.433
H -4.552154 -0.225191 -0.834601 0.07 0.08 0.03 0.422
H -6.476619 -0.125460 2.037299 -0.13 0.00 0.02 0.368
H -7.102301 2.249785 2.121359 -0.10 0.06 -0.04 0.435
H -5.354776 3.975135 1.815073 -0.02 0.14 0.05 0.405
H -3.024239 3.327300 1.483177 0.13 0.23 -0.04 0.572
C -2.280000 2.868109 -4.957140 0.39 0.10 0.03 -0.945
C -2.573051 1.527151 -4.308916 0.27 -0.02 0.85 -1.119
S -2.169130 1.440432 -2.518044 -0.59 -0.12 -0.51 0.343
C -3.399337 2.575133 -1.783741 0.61 -0.39 -0.12 0.188
C -2.920544 4.017613 -1.612022 0.44 0.14 0.14 -1.235
S -1.125446 4.116770 -1.257738 -0.04 0.45 -0.05 0.217
C -0.507699 5.334381 -2.488126 -0.31 -0.27 0.52 -0.858
C -0.902418 5.146563 -3.942487 0.17 -0.50 -0.20 -1.109
S -0.582264 3.474716 -4.631416 -0.27 0.27 0.02 0.123
H -2.976300 3.615543 -4.582302 -0.04 0.05 -0.13 0.260
H -2.382447 2.783303 -6.040967 -0.19 0.06 0.08 0.587
H -1.960957 0.737672 -4.742072 -0.04 -0.07 -0.11 0.512
H -3.626497 1.272641 -4.434153 0.01 -0.07 -0.12 0.430
H -3.583987 2.132033 -0.799145 -0.20 0.15 -0.24 -1.139
H -4.301066 2.542950 -2.396111 -0.12 -0.06 0.17 0.770
H -3.446647 4.483375 -0.775370 -0.05 -0.03 -0.16 0.584
H -3.095370 4.611818 -2.505245 -0.08 0.02 -0.01 0.485
H 0.572792 5.250651 -2.382785 0.04 0.08 0.02 0.208
H -0.813676 6.328513 -2.154881 0.12 0.03 -0.09 0.544
H -0.302152 5.833215 -4.543091 -0.18 0.10 0.04 0.520
H -1.954494 5.378239 -4.105496 0.09 0.07 -0.07 0.470
C 0.625075 4.914381 3.257114 -0.16 -0.37 -0.25 -1.351
C -0.057527 3.686744 2.662300 -0.32 0.45 0.12 0.154
O 0.835073 2.576704 2.583412 0.22 -0.51 0.00 -0.127
H -0.082049 5.734735 3.333374 -0.09 0.12 0.03 0.389
H 1.457510 5.229911 2.631897 0.07 0.02 -0.04 0.290
H 1.003048 4.693787 4.255201 0.01 0.02 0.09 0.390
H -0.381709 3.873551 1.632518 -0.02 0.04 0.19 -0.021
H -0.932376 3.396878 3.264195 0.09 0.14 -0.22 0.287
H 1.092135 2.371200 3.490277 0.01 -0.10 -0.04 0.185
```
Positions in Å, forces in eV/Å.